Entry from the OMol25 dataset: C32H71Br30O3P2 as an isolated structure in a non-equilibrium geometry (ωB97M-V/def2-TZVPD).

The geometry in XYZ format:
```
138
Properties=species:S:1:pos:R:3:forces:R:3
Br -1.505 -4.202 -1.535 0.1 0.0 0.0
Br 1.171 3.590 -1.769 0.0 0.0 0.0
Br -0.728 -0.617 -1.412 0.0 0.0 -0.2
Br -2.143 8.905 -4.056 0.0 -0.1 0.0
Br 4.851 -4.348 -2.845 0.0 0.0 0.1
Br 1.076 0.403 -5.006 0.0 0.0 0.0
Br 0.435 7.208 -1.422 0.1 0.0 0.0
Br 4.817 -1.651 0.797 0.5 -0.3 -0.1
Br -3.305 -3.817 7.916 0.0 0.0 0.0
Br 5.664 -5.831 -6.113 0.0 -0.1 -0.1
Br 1.731 -3.207 -5.317 0.1 0.1 0.0
Br -4.660 4.137 5.100 -0.1 0.0 0.0
Br 7.991 -7.168 -3.580 0.0 0.0 0.0
Br -4.922 -1.356 5.517 0.0 -0.1 -0.1
Br 4.022 -7.951 -2.857 0.1 0.0 0.1
Br -4.945 -0.429 1.088 -0.1 0.0 0.2
Br 4.781 -7.102 5.508 0.0 0.0 0.0
Br -5.723 -4.057 1.028 0.0 0.0 0.0
Br -7.018 1.876 6.861 0.1 0.0 0.0
Br -2.261 0.741 3.962 -3.5 -1.4 1.2
Br -3.679 7.694 -0.930 0.0 0.1 0.0
Br -7.883 7.975 -3.156 0.0 0.0 0.0
Br 7.287 -0.555 -2.560 -0.1 0.1 0.0
Br 3.387 -3.868 3.373 0.0 0.1 0.1
Br 4.553 3.507 -8.548 0.1 0.0 0.0
Br 5.219 0.772 -6.154 0.0 0.0 0.1
Br -2.465 -5.239 4.624 0.0 0.0 0.1
Br -7.119 11.579 -3.066 0.0 0.0 -0.1
Br 5.040 -7.055 1.831 0.1 0.0 0.0
Br 5.593 1.917 -0.398 0.1 -0.2 -0.1
P 1.859 0.783 1.640 1.7 -0.1 -0.6
P -0.057 1.915 2.372 -0.1 -1.8 -0.8
O -1.224 1.123 1.830 0.5 0.6 -0.2
O -0.132 1.970 4.051 1.9 2.1 -0.9
O -0.268 3.418 1.772 -0.1 0.5 1.0
C -8.816 10.659 -2.819 0.1 0.2 0.1
C -2.303 -2.782 -0.451 -0.2 -0.1 0.0
C 3.238 -6.492 -1.835 -0.1 -0.1 -0.1
C 7.537 -5.424 -5.809 -0.2 0.0 -0.2
C -6.508 -2.618 2.079 -0.1 -0.1 0.0
C 5.161 -8.549 3.066 -0.1 0.0 -0.3
C -0.521 4.502 -1.502 0.1 -0.2 -0.1
C 3.692 1.059 -7.321 0.3 -0.1 0.0
C 8.319 -6.652 -5.426 0.1 0.0 0.2
C -2.443 -1.506 -1.230 0.2 0.3 0.0
C 7.724 1.312 -2.213 0.2 -0.2 0.0
C -3.058 0.811 5.752 0.2 -0.3 -0.5
C 3.129 -5.233 -2.652 0.2 0.1 0.1
C 4.114 1.613 -8.656 -0.2 0.1 -0.1
C -4.006 8.511 -3.654 0.1 0.2 -0.2
C -3.332 -0.555 6.321 -0.1 0.2 0.3
C 7.482 1.678 -0.772 -0.2 0.2 0.0
C -0.598 5.793 -2.270 -0.1 0.1 0.1
C 3.001 1.509 2.995 0.4 0.4 0.0
C -4.369 8.936 -2.258 -0.1 -0.2 0.2
C -6.120 4.549 6.312 0.3 0.1 -0.1
C -4.380 -4.909 6.724 -0.1 0.0 0.2
C -6.224 3.556 7.442 -0.3 -0.1 0.0
C 0.049 -2.262 -5.074 0.0 -0.2 -0.1
C 3.596 2.820 2.463 -0.6 -0.7 0.3
C -3.558 -5.976 6.053 0.0 0.0 -0.3
C 4.181 -8.409 4.200 0.1 0.0 0.2
C -6.646 -1.348 1.283 0.2 0.2 0.0
C 2.736 -3.435 1.592 -0.1 -0.2 0.0
C 0.012 -0.980 -5.860 0.0 0.2 0.2
C 3.870 -3.327 0.605 0.0 0.2 0.0
C -8.646 9.378 -2.048 -0.1 -0.2 -0.1
H -4.848 -4.229 6.018 0.1 0.0 0.0
H 4.098 -9.346 4.748 0.0 0.0 0.0
H -7.288 -0.644 1.809 0.0 -0.1 0.0
H 2.490 -4.510 -2.149 -0.1 0.0 0.0
H -4.205 -6.707 5.574 0.0 0.0 0.0
H 3.820 0.789 3.127 -0.2 -0.1 0.0
H -7.023 4.591 5.712 0.0 0.0 0.1
H -1.002 -0.586 -5.892 0.0 0.0 0.0
H -3.559 -0.499 7.386 -0.1 -0.1 0.0
H -2.885 -6.482 6.738 0.0 0.0 0.0
H 6.191 -8.599 3.403 0.0 0.0 0.1
H 2.157 -2.517 1.677 0.1 0.1 0.0
H 3.238 0.077 -7.441 0.0 0.0 0.0
H 7.900 -5.023 -6.753 0.0 0.0 0.0
H -3.278 -3.161 -0.156 0.0 0.0 0.0
H 3.197 -8.094 3.869 0.0 0.0 -0.1
H -4.150 7.448 -3.821 0.0 0.0 0.1
H 7.137 1.908 -2.905 -0.1 0.0 0.1
H -0.634 4.634 -0.430 0.0 0.0 0.0
H 3.489 -3.317 -0.413 -0.1 0.0 0.0
H -2.325 1.332 6.371 -0.1 -0.1 0.1
H -6.891 3.935 8.214 0.0 0.0 0.0
H 4.264 3.309 3.178 0.1 0.0 -0.2
H 2.075 -4.258 1.324 0.0 0.0 0.0
H -3.986 9.918 -2.001 0.0 0.0 -0.1
H 7.850 0.926 -0.081 0.0 0.0 -0.1
H 3.850 -6.369 -0.947 0.0 0.0 0.0
H -2.517 -1.255 6.166 0.0 0.0 -0.1
H 8.780 1.406 -2.460 0.0 0.0 0.0
H 7.943 2.637 -0.541 0.1 0.0 -0.1
H -0.229 5.704 -3.286 0.0 0.0 0.0
H 2.754 3.480 2.220 0.3 0.2 -0.1
H -7.036 -1.516 0.284 0.0 -0.1 0.0
H -5.447 8.923 -2.128 0.0 0.0 -0.1
H 2.752 -5.407 -3.654 0.0 -0.1 0.0
H -5.263 3.312 7.883 0.0 0.0 -0.1
H 2.996 0.104 1.065 -0.3 0.0 0.1
H 0.188 1.106 4.340 0.2 0.1 0.0
H 4.109 2.548 1.534 0.0 0.6 0.4
H 4.986 1.112 -9.063 0.0 0.0 0.0
H -4.584 9.074 -4.384 -0.1 0.0 0.1
H 3.294 1.552 -9.368 0.0 0.0 0.0
H -2.833 -1.657 -2.232 -0.1 -0.1 0.0
H -5.884 -2.494 2.959 0.1 0.1 0.0
H -9.234 10.501 -3.808 0.0 -0.1 0.0
H -9.443 11.356 -2.267 0.0 0.0 0.0
H 2.529 1.633 3.977 -0.2 0.1 -0.1
H 1.532 -0.357 2.550 -0.3 0.1 0.1
H -0.720 -2.947 -5.425 0.0 0.0 0.0
H -5.896 5.540 6.702 0.0 0.0 0.1
H 2.129 1.932 0.767 -0.1 0.1 0.1
H -1.678 -2.667 0.429 0.0 0.1 0.0
H 1.010 0.245 0.610 -0.3 0.1 0.2
H -5.144 -5.357 7.357 0.0 0.0 0.0
H 4.932 -9.432 2.472 0.0 0.0 0.0
H 8.076 -7.512 -6.041 0.0 0.0 0.0
H -7.996 9.487 -1.185 0.0 0.1 0.0
H -1.621 6.164 -2.287 0.0 0.0 0.0
H 0.234 4.074 2.273 0.1 0.0 -0.1
H 7.570 -4.648 -5.050 0.0 0.0 0.0
H 3.005 1.708 -6.790 0.0 0.0 0.0
H 2.249 -6.843 -1.548 0.0 0.1 0.0
H 9.388 -6.454 -5.483 0.0 0.0 0.0
H -7.487 -2.989 2.375 0.0 0.0 0.0
H -1.278 3.805 -1.859 0.0 0.0 0.0
H 4.600 -4.125 0.709 0.0 0.0 0.0
H -0.070 -2.103 -4.005 0.0 0.1 0.0
H 0.387 -1.088 -6.874 0.0 -0.1 0.0
H -3.089 -0.808 -0.697 0.2 -0.2 -0.1
H -9.612 8.996 -1.726 0.0 0.0 0.0
H -3.958 1.413 5.675 0.0 0.0 0.1
```
Forces are in eV/Å.

Results
* LUMO energy: 1.332 eV
* Kohn-Sham gap: 5.20 eV
* total charge: -1
* highest occupied orbital energy: -3.87 eV

***

Entry from the OMol25 dataset: a 2-piece molecular cluster, C2H8O overall in a non-equilibrium geometry (ωB97M-V/def2-TZVPD).

The geometry in XYZ format:
```
11
Properties=species:S:1:pos:R:3:forces:R:3
O 6.161 1.680 1.821 0.0 0.5 0.7
C -1.594 -0.578 -1.086 -2.3 -4.2 0.9
C -2.841 -0.593 -0.017 0.9 -4.0 -1.4
H -2.022 -0.366 -2.023 -0.2 1.4 -1.2
H -1.286 -1.670 -1.352 -0.1 1.7 1.1
H -2.816 0.376 0.352 -0.8 1.7 0.9
H -0.754 -0.015 -0.777 0.6 0.7 0.2
H 5.473 2.350 1.719 0.2 -0.3 -0.2
H -2.608 -1.362 0.857 -0.6 1.7 -1.8
H 6.151 1.113 1.059 -0.2 -0.2 -0.5
H -3.863 -0.935 -0.552 2.4 1.1 1.3
```
Forces are in eV/Å.

Results
* LUMO energy: 1.061 eV
* Kohn-Sham gap: 12.63 eV
* structure (SMILES): CC.O
* energy relative to the best compared isomer or geometry (same formula, charge and spin): 20.8 kcal/mol
* highest occupied orbital energy: -11.57 eV

***

Entry from the OMol25 dataset: C15H15ClI2O4RhRuS as an isolated structure in a non-equilibrium geometry (ωB97M-V/def2-TZVPD).

The geometry in XYZ format:
```
40
Properties=species:S:1:pos:R:3:forces:R:3
I 2.562 2.881 -0.316 -1.1 2.3 1.2
I 3.895 0.934 -1.549 1.7 -2.0 -1.4
Rh -1.084 1.908 -0.531 2.7 -0.1 -1.1
Ru -0.482 -0.352 0.505 2.8 0.8 0.6
Cl 1.998 1.640 4.537 -0.3 -1.3 -0.2
S 0.045 0.312 -1.812 1.2 -0.1 -0.4
O -1.726 -2.882 -0.567 2.1 4.2 2.1
O -3.904 1.003 -0.886 4.0 1.1 0.8
O -1.936 3.960 1.495 1.4 -3.1 -2.9
O -2.737 -0.006 2.487 4.2 -0.4 -3.5
C 1.153 -0.573 3.155 -0.6 -1.7 -1.1
C 0.368 1.388 -4.411 0.3 0.3 1.0
C -1.536 3.186 0.729 -1.8 5.9 5.0
C -1.846 -0.117 1.734 -5.8 0.6 4.9
C -0.512 0.329 -3.755 -0.2 -0.3 -2.1
C 1.926 -2.276 5.243 0.6 1.5 1.1
C 1.327 -2.809 4.096 -0.2 -0.8 -0.2
C -1.267 -1.903 -0.123 -3.7 -6.8 -3.5
C 0.900 0.340 2.027 0.1 0.8 -0.7
C 2.106 -0.891 5.374 0.4 -1.9 1.0
C -2.800 1.315 -0.716 -8.1 -2.3 -1.8
C -1.979 0.643 -3.812 -0.3 0.5 0.8
C -0.217 -1.082 -4.230 0.7 -0.4 0.9
C 0.948 -1.952 3.056 -0.1 1.7 -0.7
C 1.712 -0.044 4.347 0.4 1.5 0.5
H 1.180 -3.892 3.980 0.1 0.5 0.2
H 0.135 2.387 -4.025 0.0 -0.1 -0.2
H -0.507 -1.212 -5.282 0.0 0.3 0.2
H 0.509 -2.347 2.129 0.3 0.0 0.5
H 0.187 1.399 -5.494 -0.1 -0.2 0.2
H 0.459 1.280 2.381 0.1 0.0 -0.2
H 1.435 1.196 -4.231 -0.2 0.0 -0.3
H 2.587 -0.461 6.252 -0.1 -0.2 -0.1
H -0.785 -1.800 -3.629 0.0 -0.1 -0.3
H -2.304 0.688 -4.865 0.2 -0.1 0.3
H 1.813 0.558 1.457 0.0 -0.1 0.2
H -2.190 1.625 -3.354 -0.1 -0.2 -0.4
H 0.856 -1.319 -4.137 -0.4 0.0 -0.2
H -2.563 -0.128 -3.301 -0.1 0.1 -0.2
H 2.274 -2.927 6.040 -0.1 0.0 -0.1
```
Forces are in eV/Å.

Results
* LUMO energy (spin up / spin down): -14.357 / -16.605 eV
* <S²>: 24.8318
* Kohn-Sham gap (spin up / spin down): 6.26 / 5.26 eV
* energy relative to the best compared isomer or geometry (same formula, charge and spin): 0.0 kcal/mol
* total charge: +4
* multiplicity: 10
* highest occupied orbital energy (spin up / spin down): -20.62 / -21.86 eV

***

Entry from the OMol25 dataset: CH8N3Si as an isolated structure in a non-equilibrium geometry (ωB97M-V/def2-TZVPD).

The geometry in XYZ format:
```
13
Properties=species:S:1:pos:R:3:forces:R:3
Si 1.345 -0.312 0.725 -1.8 -2.9 -1.1
N -1.124 -0.231 -0.355 -4.1 0.7 0.9
N 0.531 1.113 0.537 0.0 1.4 1.3
N -0.026 -1.054 -0.528 -1.1 -5.5 -0.1
C -0.733 1.122 -0.215 4.0 -1.8 -2.0
H -1.869 -0.484 0.358 1.8 -0.1 -1.2
H 0.052 -1.104 -1.598 0.6 -0.3 1.9
H 0.901 -1.415 1.719 0.9 1.3 -0.2
H -0.411 -2.294 -0.163 1.7 4.9 -1.6
H -0.442 1.605 -1.137 -0.2 -0.3 -1.0
H 0.858 2.027 0.778 0.3 0.3 0.2
H 2.402 -0.669 -0.207 0.9 0.3 0.5
H -1.484 1.697 0.087 -3.2 2.1 2.3
```
Forces are in eV/Å.

Results
* LUMO energy: -4.676 eV
* Kohn-Sham gap: 9.58 eV
* energy relative to the best compared isomer or geometry (same formula, charge and spin): 114.3 kcal/mol
* total charge: +1
* highest occupied orbital energy: -14.26 eV